[1]
{
  "formula": "C7H8O2",
  "method": "the ωB97M-V functional and the def2-TZVPD basis",
  "elements": ["C", "C", "C", "C", "C", "C", "C", "O", "O", "H", "H", "H", "H", "H", "H", "H", "H"],
  "positions_angstrom": [[1.5718, 1.2263, -0.4276], [0.4048, 1.2920, 0.5348], [1.2596, 0.0807, -1.4024], [0.4906, -0.9506, -0.5230], [-1.1199, -0.7161, 1.4973], [-1.7974, 0.0429, 0.3860], [-0.2951, -0.0596, 0.4225], [2.5437, 1.8717, -0.4775], [-0.0226, 2.2315, 1.1131], [0.4310, 0.4352, -2.0079], [2.1393, -0.3573, -1.9676], [-0.1084, -1.6207, -1.1421], [1.2423, -1.6684, -0.1404], [-0.8634, -0.3572, 2.5119], [-1.3158, -1.7397, 1.3916], [-2.3152, -0.7297, -0.1522], [-2.2453, 1.0190, 0.3835]],
  "nbo_charge": [0.50, 0.50, -0.51, -0.38, -0.38, -0.38, -0.20, -0.46, -0.47, 0.23, 0.24, 0.21, 0.21, 0.23, 0.22, 0.22, 0.24],
  "homo_lumo_gap_ha": 0.3321,
  "smiles": "O=C1CCC2(CC2)C1=O",
  "e_above_lowest_kcal_mol": 44.1,
  "homo_energy_ev": -9.2,
  "charge": 0,
  "e_lumo_ev": -0.2
}

=====

[2]
{
  "formula": "C7H8O3S",
  "method": "the ωB97M-V functional and the def2-TZVPD basis",
  "elements": ["C", "C", "C", "C", "C", "C", "C", "H", "H", "H", "H", "H", "H", "H", "H", "O", "O", "O", "S"],
  "positions_angstrom": [[-0.1933, 2.1001, 0.0705], [0.4426, 0.6726, 0.0462], [1.8017, 0.5065, -0.0258], [2.4842, -0.6677, -0.0041], [1.7021, -1.8355, 0.0696], [0.2494, -1.7698, 0.0055], [-0.2969, -0.5028, 0.0161], [0.7820, 2.7182, 0.2464], [-1.0867, 2.3474, 0.5948], [-0.6814, 2.3755, -0.9264], [2.5775, 1.4803, -0.0970], [3.4831, -0.6205, -0.1538], [2.1778, -2.8318, 0.1241], [-0.1562, -2.6050, 0.0369], [-3.4746, 0.8467, 0.0295], [-2.6630, 0.7530, -0.4969], [-2.5987, -0.7856, 1.4266], [-2.4561, -1.5740, -0.9818], [-2.0934, -0.6076, 0.0197]],
  "nbo_charge": [-0.65, -0.02, -0.17, -0.21, -0.18, -0.15, -0.29, 0.23, 0.24, 0.24, 0.21, 0.22, 0.22, 0.21, 0.52, -0.87, -0.93, -0.92, 2.31],
  "homo_lumo_gap_ha": 0.3762,
  "smiles": "Cc1ccccc1S(=O)(=O)O",
  "e_above_lowest_kcal_mol": 52.9,
  "homo_energy_ev": -9.7,
  "charge": 0,
  "e_lumo_ev": 0.5
}

=====

[3]
{
  "formula": "C7H8OS",
  "method": "the ωB97M-V functional and the def2-TZVPD basis",
  "elements": ["C", "C", "C", "C", "C", "C", "C", "O", "S", "H", "H", "H", "H", "H", "H", "H", "H"],
  "positions_angstrom": [[-0.7026, -1.2910, -0.2663], [-0.1701, -2.4858, -0.5743], [0.0978, -0.2630, -0.7768], [1.0831, -0.7296, -1.5670], [-0.2112, 1.1917, -0.5234], [0.3604, 1.6346, 0.8465], [-0.5541, 1.0728, 1.8603], [-0.9653, 1.6036, 2.8871], [1.2270, -2.3897, -1.5237], [-1.7112, -1.2143, 0.2005], [-0.5452, -3.4478, -0.3165], [0.3916, 1.7548, -1.2807], [-1.3083, 1.3768, -0.7103], [1.2226, 0.8533, 0.9257], [0.7366, 2.5876, 1.2090], [-0.9062, -0.0086, 1.5474], [1.9550, -0.2455, -1.9376]],
  "nbo_charge": [-0.28, -0.41, -0.07, -0.45, -0.41, -0.52, 0.44, -0.54, 0.49, 0.24, 0.23, 0.23, 0.23, 0.24, 0.25, 0.11, 0.23],
  "homo_lumo_gap_ha": 0.3624,
  "smiles": "O=CCCc1ccsc1",
  "e_above_lowest_kcal_mol": 5.9,
  "homo_energy_ev": -9.2,
  "charge": 0,
  "e_lumo_ev": 0.7
}

=====

[4]
{
  "formula": "C7H8OS2",
  "method": "the ωB97M-V functional and the def2-TZVPD basis",
  "elements": ["C", "C", "C", "C", "C", "C", "C", "O", "S", "S", "H", "H", "H", "H", "H", "H", "H", "H"],
  "positions_angstrom": [[-1.6119, 0.4280, -1.3821], [-2.5419, 0.2557, -0.4142], [-0.6788, 1.4507, -1.0567], [-0.9297, 2.0224, 0.1524], [2.3197, -1.4943, -0.3959], [1.8131, -0.5418, 0.3306], [0.1473, -0.5660, 2.4351], [0.3267, 1.7800, -1.9058], [-2.3110, 1.3252, 0.9110], [1.5771, 0.0281, 1.8588], [-1.5649, -0.1263, -2.3002], [-3.3612, -0.4360, -0.3907], [2.2771, -1.4339, -1.4717], [2.8018, -2.3839, -0.0002], [-0.4123, 2.8245, 0.6352], [-0.3052, -1.4468, 2.0302], [-0.3360, 0.0043, 3.1993], [0.8567, 2.4832, -1.5195]],
  "nbo_charge": [-0.30, -0.39, 0.27, -0.53, -0.43, -0.34, -0.76, -0.66, 0.43, 0.67, 0.23, 0.23, 0.21, 0.20, 0.23, 0.22, 0.22, 0.48],
  "homo_lumo_gap_ha": [0.2834, 0.2819],
  "e_above_lowest_kcal_mol": 79.0,
  "homo_energy_ev": [-7.6, -7.5],
  "charge": 0,
  "e_lumo_ev": [0.1, 0.1]
}